[1]
11 unconnected molecules or ions with the total composition C39H107N7O12 at a distorted geometry. Source: OMol25; level of theory: ωB97M-V/def2-TZVPD.

Last column: Löwdin charge in e.
Element x y z (Å)
C -1.05 -3.15 -2.95  -0.10
O -1.63 -4.16 -2.16  -0.19
C -2.89 -3.82 -1.64  -0.23
C -3.36 -4.94 -0.71  -0.42
C -4.87 -4.84 -0.52  -0.07
N -2.72 -4.82 0.62  0.05
H -0.84 -2.20 -2.44  0.07
H -1.64 -3.01 -3.86  0.09
H -0.05 -3.54 -3.14  0.08
H -2.85 -2.83 -1.15  0.11
H -3.64 -3.65 -2.44  0.13
H -3.07 -5.86 -1.22  0.14
H -5.16 -5.49 0.30  0.08
H -5.45 -5.05 -1.42  0.08
H -5.11 -3.83 -0.19  0.07
H -1.72 -4.86 0.44  0.05
H -2.87 -3.86 0.93  0.07
C -4.70 -0.05 -1.03  -0.11
O -5.89 -0.69 -0.64  -0.19
C -7.02 0.13 -0.79  -0.23
C -8.24 -0.56 -0.19  -0.46
C -9.39 0.44 -0.14  -0.07
N -8.02 -1.10 1.13  0.04
H -4.66 0.22 -2.09  0.09
H -3.90 -0.69 -0.67  0.07
H -4.52 0.91 -0.50  0.09
H -6.85 1.09 -0.26  0.13
H -7.18 0.42 -1.84  0.13
H -8.48 -1.39 -0.87  0.14
H -9.11 1.21 0.58  0.08
H -10.29 -0.05 0.25  0.08
H -9.56 0.91 -1.11  0.08
H -7.62 -0.39 1.73  0.08
H -7.36 -1.87 1.11  0.07
C 2.55 -0.58 -4.54  -0.11
O 2.26 0.79 -4.55  -0.24
C 3.33 1.62 -4.98  -0.19
C 3.13 2.99 -4.38  -0.45
C 1.84 3.65 -4.82  -0.05
N 4.28 3.84 -4.68  0.04
H 1.68 -1.14 -4.20  0.07
H 3.38 -0.77 -3.84  0.09
H 2.85 -0.98 -5.51  0.09
H 4.28 1.21 -4.60  0.13
H 3.42 1.62 -6.07  0.13
H 3.07 2.91 -3.28  0.11
H 1.66 4.55 -4.23  0.08
H 1.00 3.01 -4.53  0.05
H 1.79 3.84 -5.89  0.09
H 3.97 4.80 -4.84  0.06
H 4.90 3.91 -3.88  0.03
C 0.18 -1.45 1.01  -0.09
O -0.70 -0.35 0.83  -0.19
C -0.73 0.16 -0.48  -0.22
C 0.59 0.60 -1.09  -0.44
C 1.30 1.60 -0.20  -0.04
N 0.31 1.26 -2.37  0.08
H 1.23 -1.18 1.00  0.07
H -0.09 -2.24 0.29  0.08
H -0.04 -1.83 2.00  0.08
H -1.28 -0.51 -1.17  0.10
H -1.34 1.07 -0.46  0.13
H 1.22 -0.30 -1.22  0.13
H 0.61 2.40 0.06  0.07
H 2.19 2.00 -0.70  0.06
H 1.72 1.16 0.71  0.06
H -0.39 0.70 -2.86  0.05
H 1.16 1.22 -2.93  0.04
C 0.73 -9.11 -0.07  -0.12
O 1.75 -8.14 -0.02  -0.20
C 1.27 -6.85 -0.35  -0.21
C 2.43 -5.87 -0.21  -0.43
C 1.95 -4.52 -0.70  -0.07
N 3.61 -6.23 -1.00  0.04
H 0.48 -9.36 -1.11  0.09
H -0.16 -8.76 0.46  0.09
H 1.09 -10.01 0.44  0.09
H 0.88 -6.90 -1.37  0.13
H 0.53 -6.56 0.41  0.13
H 2.69 -5.88 0.85  0.13
H 2.62 -3.68 -0.51  0.08
H 1.01 -4.24 -0.19  0.06
H 1.60 -4.57 -1.73  0.07
H 3.87 -7.19 -0.81  0.07
H 3.40 -6.21 -1.99  0.07
C -4.39 0.00 5.99  -0.11
O -4.09 0.85 4.90  -0.19
C -2.73 0.85 4.58  -0.23
C -2.48 1.52 3.24  -0.40
C -1.01 1.85 3.11  -0.08
N -3.24 2.79 3.15  0.05
H -4.05 -1.02 5.83  0.09
H -5.47 0.06 6.13  0.09
H -3.95 0.42 6.90  0.09
H -2.17 1.38 5.38  0.13
H -2.32 -0.17 4.60  0.13
H -2.78 0.89 2.40  0.14
H -0.70 2.15 2.11  0.07
H -0.48 0.89 3.18  0.08
H -0.66 2.50 3.91  0.07
H -3.04 3.33 3.99  0.07
H -4.23 2.60 3.17  0.06
C 6.42 3.20 1.23  -0.11
O 5.97 2.84 -0.06  -0.18
C 4.65 3.30 -0.36  -0.20
C 4.65 4.74 -0.78  -0.43
C 3.22 5.24 -1.01  -0.04
N 5.42 4.92 -2.01  0.04
H 7.28 2.58 1.47  0.09
H 5.67 2.92 1.99  0.08
H 6.67 4.26 1.34  0.09
H 4.37 2.66 -1.20  0.12
H 3.99 3.13 0.49  0.11
H 5.07 5.39 0.00  0.13
H 2.67 5.19 -0.07  0.06
H 2.75 4.59 -1.75  0.06
H 3.17 6.26 -1.39  0.08
H 5.65 5.89 -2.19  0.08
H 6.30 4.40 -2.02  0.08
C 0.64 7.01 2.15  -0.05
C -0.50 6.02 2.34  -0.47
C -0.77 5.15 1.14  -0.05
O -0.13 5.18 3.46  -0.08
H 1.05 7.30 3.12  0.08
H 0.31 7.91 1.64  0.08
H 1.45 6.55 1.58  0.06
H -1.40 6.57 2.63  0.13
H -1.58 4.45 1.34  0.06
H 0.14 4.60 0.86  0.06
H -1.00 5.76 0.26  0.08
H -0.92 4.91 3.93  0.07
C 3.43 -4.78 4.32  -0.06
C 2.92 -3.49 3.69  -0.49
C 3.83 -3.00 2.57  -0.04
O 1.66 -3.73 3.04  -0.07
H 4.49 -4.68 4.58  0.08
H 3.40 -5.57 3.57  0.08
H 2.85 -5.07 5.19  0.08
H 2.86 -2.69 4.44  0.13
H 3.47 -2.04 2.20  0.06
H 3.79 -3.80 1.83  0.07
H 4.86 -2.85 2.90  0.09
H 1.09 -4.16 3.69  0.09
C 2.39 3.07 3.26  -0.05
C 2.27 1.76 4.01  -0.46
C 2.89 0.57 3.31  -0.04
O 2.99 1.86 5.26  -0.06
H 1.76 3.12 2.37  0.06
H 3.39 3.13 2.80  0.06
H 2.27 3.98 3.85  0.08
H 1.22 1.55 4.21  0.10
H 3.84 0.80 2.83  0.09
H 2.19 0.21 2.55  0.05
H 3.04 -0.24 4.02  0.07
H 2.79 2.70 5.68  0.08
O -2.56 1.13 -4.22  -0.06
C -1.77 1.29 -5.38  -0.25
C -1.16 -0.01 -5.82  -0.27
O -2.07 -0.90 -6.42  -0.04
H -2.96 1.97 -3.98  0.09
H -2.38 1.64 -6.23  0.13
H -0.97 2.02 -5.26  0.10
H -0.67 -0.48 -4.94  0.10
H -0.30 0.27 -6.45  0.12
H -1.59 -1.52 -6.97  0.09

The calculation puts the energy at -77174.834 eV. Its SMILES is COC[C@H](C)N.COC[C@H](C)N.COC[C@H](C)N.COC[C@H](C)N.COC[C@H](C)N.COC[C@H](C)N.COC[C@H](C)N.CC(C)O.CC(C)O.CC(C)O.OCCO. The net charge is 0. The calculation puts the energy relative to the best compared isomer or geometry (same formula, charge and spin) at 1.286 eV.


[2]
15 unconnected molecules or ions with the total composition C39H109NO25 at a distorted geometry. Source: OMol25; level of theory: ωB97M-V/def2-TZVPD.

Last column: Löwdin charge in e.
Element x y z (Å)
C -0.74 -3.45 -6.56  -0.28
C -0.40 -3.69 -5.10  -0.18
O -0.29 -2.39 -4.42  -0.10
O -0.91 -4.64 -7.26  -0.02
H 0.01 -2.81 -7.02  0.12
H -1.57 -2.76 -6.44  0.12
H 0.55 -4.19 -4.91  0.10
H -1.13 -4.37 -4.66  0.11
H -0.49 -2.50 -3.48  0.05
H -1.55 -4.40 -7.93  0.09
C -0.71 -4.21 -0.74  -0.22
C -1.56 -5.33 -1.24  -0.23
O -2.96 -5.18 -0.92  -0.06
O -1.03 -3.13 -1.58  -0.07
H 0.35 -4.44 -0.63  0.12
H -1.00 -3.97 0.28  0.11
H -1.19 -6.31 -0.93  0.12
H -1.53 -5.41 -2.32  0.11
H -3.31 -6.07 -0.88  0.09
H -1.98 -3.17 -1.49  0.07
C 1.18 -3.26 3.45  -0.16
C 0.27 -2.50 4.51  -0.21
O 1.09 -1.49 5.07  -0.09
O 1.68 -2.26 2.53  -0.12
H 0.56 -3.99 2.94  0.10
H 2.08 -3.73 3.85  0.13
H 0.17 -3.26 5.28  0.12
H -0.61 -1.97 4.14  0.11
H 1.35 -0.89 4.37  0.05
H 1.07 -1.66 2.10  0.03
C 4.46 -0.54 0.98  -0.23
C 6.05 -0.39 0.76  -0.09
O 6.08 -0.64 -0.69  -0.11
O 4.13 -1.86 1.38  -0.07
H 3.86 0.01 0.25  0.11
H 4.14 -0.04 1.90  0.10
H 6.64 -1.11 1.34  0.12
H 6.38 0.63 0.95  0.09
H 5.48 -1.37 -0.86  0.04
H 3.18 -1.89 1.49  0.03
C 4.64 0.51 -3.37  -0.19
C 5.06 -0.16 -4.77  -0.20
O 5.51 0.92 -5.65  -0.08
O 5.84 1.02 -2.76  -0.10
H 4.01 -0.02 -2.66  0.10
H 4.06 1.41 -3.59  0.10
H 4.17 -0.69 -5.12  0.09
H 5.79 -0.96 -4.73  0.11
H 6.22 1.28 -5.12  0.07
H 6.01 0.42 -2.03  0.01
C 3.25 -4.77 -2.89  -0.26
C 3.20 -3.28 -2.62  -0.23
O 4.26 -2.80 -1.84  -0.06
O 3.01 -5.58 -1.78  -0.05
H 4.28 -4.99 -3.17  0.12
H 2.57 -5.07 -3.69  0.11
H 2.22 -3.09 -2.17  0.11
H 3.21 -2.65 -3.52  0.12
H 4.31 -3.34 -1.05  0.09
H 3.76 -6.18 -1.75  0.09
C -3.71 1.83 -3.34  -0.19
C -3.28 1.70 -1.84  -0.20
O -4.35 1.46 -0.93  -0.09
O -4.28 3.14 -3.47  -0.07
H -4.31 0.98 -3.67  0.13
H -2.78 1.79 -3.91  0.09
H -2.70 2.59 -1.59  0.12
H -2.63 0.83 -1.87  0.10
H -4.77 2.29 -0.71  0.11
H -5.20 3.15 -3.20  0.08
C 0.09 -0.22 -0.68  -0.24
C -0.59 -0.35 0.71  -0.13
O 0.38 0.02 1.79  -0.11
O 0.35 1.11 -1.10  -0.05
H -0.59 -0.71 -1.37  0.09
H 0.94 -0.90 -0.69  0.11
H -0.71 -1.40 0.95  0.11
H -1.43 0.34 0.67  0.11
H 0.59 0.95 1.73  0.07
H 0.60 1.14 -2.03  0.07
C -4.40 -1.74 0.54  -0.18
C -5.89 -1.45 0.34  -0.32
O -6.20 -0.16 0.49  -0.02
O -3.55 -1.31 -0.59  -0.08
H -4.24 -2.78 0.83  0.08
H -4.11 -1.26 1.47  0.12
H -6.42 -2.02 1.10  0.12
H -6.19 -1.97 -0.57  0.12
H -5.80 0.28 -0.27  0.06
H -3.69 -0.37 -0.72  0.02
C -0.53 4.34 0.56  -0.10
O -1.39 4.66 1.63  -0.20
C -2.01 3.50 2.25  -0.17
C -2.90 3.94 3.44  -0.17
N -2.28 5.14 4.10  -0.03
C -1.81 4.73 5.45  -0.16
C -0.39 4.09 5.33  -0.23
O -0.36 2.74 5.07  -0.21
C 0.87 2.16 4.72  -0.07
H 0.34 3.80 0.93  0.07
H -0.10 5.23 0.11  0.09
H -0.93 3.64 -0.17  0.07
H -1.22 2.80 2.53  0.10
H -2.54 2.90 1.52  0.11
H -3.11 3.05 4.04  0.10
H -3.91 4.21 3.11  0.10
H -1.48 5.22 3.49  0.06
H -2.50 4.12 6.03  0.11
H -1.77 5.57 6.14  0.10
H 0.29 4.31 6.16  0.11
H 0.25 4.65 4.65  0.12
H 0.90 1.09 4.92  0.08
H 1.69 2.59 5.29  0.10
H 1.05 2.34 3.66  0.08
C 1.32 5.33 -2.77  -0.03
C 1.23 6.40 -3.99  -0.45
C 0.55 5.79 -5.30  -0.04
O 0.56 7.49 -3.46  -0.05
H 1.93 4.50 -3.11  0.06
H 0.37 4.88 -2.49  0.06
H 1.87 5.72 -1.91  0.06
H 2.20 6.77 -4.33  0.12
H -0.41 5.31 -5.15  0.07
H 1.13 4.94 -5.66  0.05
H 0.37 6.59 -6.02  0.07
H 0.60 8.17 -4.14  0.09
C -4.34 -4.83 2.85  -0.04
C -3.76 -6.04 3.73  -0.47
C -2.98 -5.57 4.97  -0.06
O -4.72 -6.94 4.19  -0.04
H -4.92 -4.12 3.43  0.07
H -4.85 -5.21 1.96  0.07
H -3.54 -4.25 2.41  0.05
H -3.02 -6.51 3.08  0.12
H -2.07 -5.05 4.69  0.06
H -2.76 -6.28 5.76  0.08
H -3.56 -4.85 5.54  0.07
H -5.51 -6.41 4.30  0.09
C -2.35 0.10 7.84  -0.08
C -2.17 -0.18 6.42  -0.45
C -2.96 -1.47 5.97  -0.03
O -2.67 0.96 5.69  -0.07
H -3.40 0.10 8.13  0.09
H -1.88 1.04 8.11  0.08
H -2.00 -0.59 8.60  0.08
H -1.12 -0.21 6.11  0.12
H -3.63 -1.82 6.75  0.07
H -2.34 -2.36 5.83  0.04
H -3.56 -1.51 5.06  0.07
H -1.94 1.57 5.59  0.03
C 1.09 1.62 -5.83  -0.01
C -0.36 1.29 -5.42  -0.50
C -1.40 0.83 -6.44  -0.05
O -0.43 0.31 -4.46  -0.08
H 1.06 1.51 -6.91  0.08
H 1.82 0.98 -5.32  0.07
H 1.36 2.66 -5.68  0.05
H -0.74 2.16 -4.88  0.12
H -1.58 1.60 -7.20  0.08
H -2.36 0.42 -6.12  0.08
H -0.94 -0.04 -6.91  0.07
H -0.18 -0.60 -4.65  0.04
C 4.97 4.22 0.23  -0.05
C 4.54 2.92 0.95  -0.42
C 5.13 2.68 2.38  -0.05
O 3.15 3.19 1.13  -0.10
H 4.74 5.12 0.80  0.08
H 4.56 4.29 -0.78  0.08
H 6.05 4.17 0.11  0.08
H 4.56 2.03 0.32  0.11
H 6.18 2.39 2.46  0.07
H 4.61 1.92 2.96  0.06
H 5.03 3.59 2.96  0.07
H 3.01 4.11 1.36  0.07

The calculation puts the energy at -94877.096 eV. The net charge is 0.


What frontier orbital gap values result from the calculations? In sequence: 9.43; 8.98 eV.
What HOMO values result from the calculations? In sequence: -8.932; -8.766 eV.
What LUMO energy values result from the calculations? In sequence: 0.49; 0.22 eV.